A molecular structure, C37H29ClMoN2O4S2Se at a distorted geometry, computed with ωB97M-V/def2-TZVPD.

Summary:
multiplicity = 3
electronic energy = -5564.02448 Ha
expectation value of S² = 2.031
lowest unoccupied orbital energy (alpha / beta) = -0.03762 / -0.03846 Eh
gap between HOMO and LUMO (alpha / beta) = 6.11 / 6.44 eV
molecular weight = 840.1 g/mol
HOMO energy (alpha / beta) = -7.13 / -7.48 eV
F_max = 1.374 eV Å⁻¹

Each line ends with the Löwdin charge.
Geometry (Å):
Mo 0.794 -0.296 1.286  1.528
O -3.375 -1.359 2.233  0.063
C -3.459 -2.596 1.681  -0.245
C -4.671 -3.288 1.711  -0.023
C -4.786 -4.537 1.132  -0.084
C -3.690 -5.118 0.506  -0.087
C -2.491 -4.432 0.479  -0.023
C -2.344 -3.174 1.063  -0.064
C -1.023 -2.500 0.956  -0.410
O -0.792 -1.446 1.677  -0.248
N -0.162 -2.961 0.106  0.040
N 1.006 -2.158 0.183  -0.200
C 2.024 -2.739 -0.334  -0.870
S 3.650 -2.075 -0.322  0.948
C 4.419 -3.684 -0.576  -0.522
C 3.586 -4.414 -1.606  -0.530
S 1.867 -4.332 -1.052  0.962
H -4.252 -1.098 2.534  0.105
H -5.527 -2.827 2.193  0.114
H -5.735 -5.058 1.171  0.105
H -3.771 -6.093 0.047  0.100
H -1.624 -4.863 -0.004  0.109
H 4.422 -4.217 0.375  0.082
H 5.445 -3.517 -0.901  0.082
H 3.862 -5.465 -1.685  0.079
H 3.673 -3.942 -2.585  0.076
Cl 5.589 5.097 -0.525  0.670
C 4.584 3.696 -0.301  -0.657
C 4.633 2.656 -1.228  -0.072
C 3.846 1.532 -1.076  0.005
C 2.983 1.430 0.018  -0.319
O 2.254 0.316 0.167  -0.341
C 2.931 2.482 0.928  -0.118
C 2.004 2.444 2.053  -0.118
O 1.195 1.553 2.267  -0.155
C 3.737 3.611 0.776  -0.046
H 5.302 2.741 -2.075  0.113
H 3.883 0.718 -1.788  0.114
H 2.025 3.295 2.752  0.149
H 3.685 4.416 1.500  0.121
Se 2.065 -1.295 3.374  0.631
C 0.721 -0.800 4.661  -0.655
C -0.160 -1.782 5.111  -0.145
C -1.155 -1.475 6.030  -0.091
C -1.292 -0.178 6.508  -0.102
C -0.416 0.805 6.069  -0.094
C 0.589 0.494 5.161  -0.147
H -0.066 -2.789 4.726  0.093
H -1.825 -2.254 6.372  0.100
H -2.069 0.062 7.223  0.096
H -0.511 1.820 6.435  0.099
H 1.279 1.261 4.841  0.084
C -5.130 3.892 1.351  -0.099
C -4.979 2.942 2.351  -0.090
C -3.857 2.125 2.369  -0.050
C -2.870 2.228 1.389  -0.208
C -3.030 3.197 0.396  -0.033
C -4.147 4.018 0.377  -0.081
C -1.682 1.346 1.495  -0.095
C -0.854 0.910 0.547  -0.191
C -1.069 1.065 -0.916  -0.246
C -2.279 0.656 -1.483  -0.040
C -2.490 0.733 -2.851  -0.076
C -1.494 1.220 -3.690  -0.095
C -0.287 1.630 -3.141  -0.083
C -0.076 1.542 -1.771  -0.046
H -5.998 4.538 1.337  0.098
H -5.730 2.843 3.126  0.099
H -3.727 1.394 3.161  0.107
H -2.265 3.315 -0.361  0.113
H -4.248 4.766 -0.400  0.101
H -1.496 1.017 2.516  0.099
H -3.056 0.276 -0.830  0.122
H -3.437 0.410 -3.265  0.102
H -1.657 1.276 -4.759  0.098
H 0.498 2.015 -3.781  0.100
H 0.867 1.877 -1.359  0.091

A molecular structure, C37H29F3N2O6PRuS2 at a distorted geometry, computed with ωB97M-V/def2-TZVPD.

Summary:
total charge = -2
multiplicity = 6
electronic energy = -3520.53462 Ha
expectation value of S² = 8.842
lowest unoccupied orbital energy (alpha / beta) = 0.15930 / 0.12963 Eh
gap between HOMO and LUMO (alpha / beta) = 4.86 / 5.54 eV
molecular weight = 850.8 g/mol
HOMO energy (alpha / beta) = -0.52 / -2.02 eV
F_max = 2.639 eV Å⁻¹

Each line ends with the Löwdin charge.
Geometry (Å):
Ru -1.056 -0.454 0.118  1.280
O 1.276 0.309 -3.747  0.031
C 0.544 0.299 -2.751  -0.470
O 0.903 -0.375 -1.634  -0.057
C -0.696 1.031 -2.669  -0.192
C -0.945 1.856 -3.781  -0.027
C -2.019 2.686 -3.827  -0.051
C -2.927 2.671 -2.730  -0.178
C -4.073 3.467 -2.732  -0.077
C -4.971 3.440 -1.680  -0.131
C -4.711 2.600 -0.608  -0.103
C -3.576 1.818 -0.579  -0.099
C -2.640 1.806 -1.628  -0.213
N -1.530 1.010 -1.570  0.052
H -0.211 1.815 -4.572  0.107
H -2.196 3.350 -4.661  0.093
H -4.263 4.090 -3.600  0.094
H -5.859 4.059 -1.699  0.081
H -5.402 2.542 0.221  0.094
H -3.422 1.149 0.247  -0.017
C 4.387 0.783 1.786  -0.043
C 4.090 -0.600 2.284  -0.282
C 5.120 -1.300 2.900  -0.078
C 4.939 -2.572 3.413  -0.107
C 3.696 -3.171 3.309  -0.082
C 2.651 -2.494 2.702  -0.058
C 2.830 -1.214 2.185  -0.271
P 1.297 -0.444 1.476  1.131
C 1.978 0.564 0.165  -0.281
C 1.903 1.946 0.149  -0.115
C 2.450 2.691 -0.879  -0.070
C 3.132 2.035 -1.927  -0.096
C 3.116 0.688 -2.032  -0.040
C 2.294 -0.157 -1.116  -0.429
C 2.924 -1.541 -0.975  -0.004
C 0.899 0.746 2.788  -0.291
C 1.668 0.944 3.932  -0.082
C 1.253 1.822 4.916  -0.111
C 0.038 2.477 4.789  -0.110
C -0.753 2.238 3.681  -0.057
C -0.339 1.389 2.657  -0.311
C -1.223 1.204 1.473  -0.240
H 5.343 1.132 2.179  0.074
H 3.611 1.482 2.084  0.066
H 4.439 0.800 0.698  0.077
H 6.092 -0.830 2.993  0.096
H 5.765 -3.084 3.894  0.089
H 3.537 -4.163 3.704  0.097
H 1.670 -2.956 2.614  0.065
H 1.492 2.455 1.011  0.106
H 2.420 3.770 -0.845  0.092
H 3.693 2.626 -2.642  0.099
H 3.658 0.174 -2.812  0.111
H 3.089 -1.950 -1.973  0.093
H 2.246 -2.196 -0.430  0.056
H 3.882 -1.475 -0.458  0.089
H 2.601 0.414 4.055  0.096
H 1.877 1.993 5.785  0.088
H -0.294 3.169 5.554  0.088
H -1.721 2.718 3.603  0.108
H -1.175 2.127 0.871  0.064
H -2.240 1.145 1.886  0.052
F -5.949 -3.203 -1.031  0.112
C -5.383 -2.681 -2.129  -0.599
F -5.919 -1.451 -2.269  0.110
F -5.933 -3.393 -3.157  0.079
C -3.892 -2.701 -2.170  -0.132
C -3.232 -3.399 -3.164  -0.025
C -1.847 -3.361 -3.214  -0.061
C -1.174 -2.562 -2.299  -0.124
N -1.793 -1.878 -1.364  -0.104
C -3.129 -1.989 -1.208  -0.709
S -3.763 -1.256 0.161  0.742
H -3.790 -3.971 -3.892  0.108
H -1.306 -3.930 -3.953  0.087
H -0.097 -2.479 -2.318  0.111
O -0.082 -3.711 2.333  -0.366
S -0.693 -2.897 1.289  0.234
O -1.738 -3.621 0.594  -0.345
O -1.210 -1.620 1.915  -0.504
O 0.370 -2.454 0.313  -0.508

A molecular structure, C37H30BrCl2N4O3S2Sn at a distorted geometry, computed with ωB97M-V/def2-TZVPD.

Summary:
total charge = +1
multiplicity = 1
electronic energy = -6377.70288 Ha
lowest unoccupied orbital energy = -0.15768 Eh
gap between HOMO and LUMO = 6.28 eV
molecular weight = 912.3 g/mol
HOMO energy = -10.57 eV
F_max = 1.665 eV Å⁻¹

Each line ends with the Löwdin charge.
Geometry (Å):
Sn -0.230 0.052 0.123  1.109
Cl 1.930 0.027 2.354  0.735
C 0.995 -0.175 3.790  -0.649
C 1.556 0.180 5.004  -0.104
C 0.809 0.077 6.163  -0.067
C -0.513 -0.332 6.110  -0.096
C -1.072 -0.692 4.898  -0.690
Cl -2.710 -1.212 4.838  0.705
C -0.321 -0.661 3.709  -0.671
S -1.049 -1.289 2.259  0.700
H 2.578 0.530 5.036  0.109
H 1.254 0.322 7.116  0.114
H -1.116 -0.376 7.005  0.112
C 0.733 5.734 1.055  -0.063
C -0.729 5.389 1.331  -0.238
N -1.363 4.818 0.148  -0.118
C -1.989 5.758 -0.782  -0.196
C -3.456 5.984 -0.436  -0.060
C -1.369 3.510 -0.117  -0.663
S -0.741 2.436 1.129  0.728
N -1.921 3.103 -1.226  0.129
C -1.739 2.016 -1.965  -0.418
O -0.764 1.228 -1.855  -0.105
C -2.709 1.845 -3.070  -0.133
C -2.804 0.611 -3.711  -0.008
C -3.718 0.434 -4.735  -0.062
C -4.519 1.492 -5.140  -0.068
C -4.411 2.730 -4.521  -0.066
C -3.516 2.905 -3.481  -0.016
H 1.171 6.219 1.927  0.083
H 0.814 6.412 0.206  0.076
H 1.299 4.827 0.840  0.058
H -1.282 6.284 1.616  0.126
H -0.793 4.671 2.147  0.071
H -1.902 5.363 -1.791  0.106
H -1.439 6.698 -0.728  0.122
H -4.014 5.054 -0.536  0.075
H -3.889 6.723 -1.108  0.081
H -3.563 6.349 0.586  0.075
H -2.161 -0.195 -3.385  0.113
H -3.810 -0.527 -5.222  0.108
H -5.235 1.355 -5.940  0.108
H -5.023 3.559 -4.850  0.108
H -3.427 3.858 -2.984  0.098
C 1.891 -4.023 -0.117  -0.032
C 1.212 -2.898 0.371  -0.138
N 1.426 -1.687 -0.089  -0.029
C 2.342 -1.514 -1.056  -0.145
C 3.078 -2.569 -1.613  -0.118
C 2.815 -3.860 -1.122  0.024
C 4.045 -2.289 -2.634  0.006
C 4.272 -1.020 -3.051  0.000
C 3.527 0.073 -2.506  -0.121
C 3.672 1.408 -2.927  0.035
C 2.893 2.389 -2.352  0.000
C 1.981 2.026 -1.356  -0.095
N 1.839 0.778 -0.969  0.038
C 2.567 -0.183 -1.520  -0.150
H 1.671 -4.999 0.289  0.119
H 0.472 -2.990 1.158  0.067
H 3.342 -4.709 -1.538  0.130
H 4.589 -3.117 -3.068  0.125
H 5.014 -0.806 -3.809  0.124
H 4.389 1.648 -3.701  0.130
H 2.963 3.421 -2.663  0.118
H 1.357 2.761 -0.864  0.093
Br -1.065 -4.598 -2.043  0.841
C -2.829 -4.014 -1.666  -0.576
C -3.840 -4.940 -1.883  -0.129
C -5.148 -4.628 -1.560  -0.062
C -5.462 -3.391 -1.022  -0.059
C -4.466 -2.452 -0.843  -0.007
C -3.138 -2.737 -1.165  -0.140
C -2.144 -1.643 -0.879  -0.655
O -2.564 -0.587 -0.368  -0.066
O -0.915 -1.821 -1.121  -0.133
H -3.598 -5.913 -2.286  0.099
H -5.924 -5.365 -1.714  0.113
H -6.478 -3.161 -0.735  0.111
H -4.687 -1.475 -0.439  0.124